(1)
This record from OMol25 describes a molecular structure, C35H30ClN4O7RuS at a distorted geometry. The level of theory is wB97M-V/def2-TZVPD.

## Properties
* energy: -3050.3811 Eh
* multiplicity: 2
* gap between HOMO and LUMO (alpha / beta): 7.09 / 7.45 eV
* ΔE to the lowest compared entry with this formula, charge and spin: 2.680 eV
* <S²>: 1.10

The geometry in XYZ format:
```
79
Properties=species:S:1:pos:R:3:forces:R:3
Ru 0.29184 0.31003 -0.10150 -1.7 -1.0 0.4
O -0.40021 -3.58785 0.08590 -0.3 0.6 -0.2
Cl -1.12744 -2.35158 0.05970 0.0 -0.1 0.1
O -2.54646 -2.56653 0.05340 0.7 0.1 -0.1
O -0.74751 -1.50259 1.20151 0.1 -0.4 -0.1
O -0.72050 -1.54550 -1.12907 -0.2 0.1 0.3
C -3.23827 5.57670 4.91045 0.1 -0.1 -0.1
O -2.61176 4.40120 4.41019 -0.2 0.3 0.0
C -2.08708 3.54036 5.31358 0.0 0.1 0.1
C -2.10148 3.72741 6.68602 0.1 -0.1 0.1
C -1.53512 2.76416 7.51966 0.0 0.0 0.0
C -0.97821 1.61617 6.98589 0.0 0.0 0.0
C -0.98698 1.42038 5.60720 0.0 -0.1 0.0
C -1.51890 2.38445 4.76475 0.1 -0.1 -0.2
N -1.59078 2.24617 3.35652 0.2 -0.2 0.2
C -0.64382 1.71120 2.52530 0.1 0.3 0.0
N 0.58943 1.63817 3.05482 0.1 -0.2 -0.3
C 1.70364 0.91154 2.60667 -0.3 -0.1 0.0
C 1.77076 0.22873 1.39166 0.4 0.7 -0.4
C 2.91570 -0.57254 1.22264 -0.1 0.2 0.1
C 3.92363 -0.66422 2.16332 0.0 0.0 0.0
C 3.85337 0.07959 3.33545 0.2 -0.1 -0.1
C 2.74182 0.85668 3.54914 0.0 0.0 0.0
O 2.53946 1.55399 4.71896 0.1 0.2 0.3
C 3.60345 2.41839 5.11985 -0.1 -0.1 -0.1
N -0.90421 1.40233 1.27978 -0.8 -0.1 -0.1
C -2.26340 1.71499 0.88688 0.3 -0.4 0.4
C -3.20721 0.69178 0.90816 -0.1 0.0 0.0
C -4.53770 0.91669 0.59976 0.0 0.0 0.0
C -4.94861 2.20541 0.27486 0.0 0.0 0.0
C -4.02250 3.23073 0.25085 -0.1 0.0 0.0
C -2.67852 3.00046 0.54746 0.1 0.3 -0.2
O -1.90375 4.11652 0.49609 0.2 0.1 0.2
C -0.50007 4.05136 0.23523 -0.1 0.1 -0.1
H -3.59119 6.12205 4.04263 0.0 0.0 -0.1
H -2.52994 6.19534 5.46338 0.0 0.0 0.0
H -4.08418 5.33053 5.55356 0.0 0.0 0.0
H -2.54370 4.61650 7.11484 0.0 -0.1 0.0
H -1.54781 2.91760 8.59307 0.0 0.0 -0.1
H -0.55031 0.85991 7.63273 0.0 0.0 -0.1
H -0.59095 0.50357 5.18288 0.0 0.1 0.0
H -2.42010 2.60394 2.91783 -0.2 0.1 -0.1
H 0.69389 1.98748 3.99188 0.0 0.1 0.2
H 3.01912 -1.17428 0.34533 0.0 0.0 -0.2
H 4.77321 -1.31470 1.98512 -0.1 0.0 0.0
H 4.63680 0.02138 4.08345 -0.1 0.0 -0.1
H 4.55334 1.88830 5.16989 0.0 0.0 0.0
H 3.35359 2.78998 6.10841 -0.1 0.0 0.0
H 3.69856 3.25460 4.42662 0.0 0.0 -0.1
H -2.86864 -0.29619 1.17531 0.0 -0.1 0.0
H -5.24334 0.09354 0.61945 0.1 0.1 0.0
H -5.98797 2.41208 0.03894 0.1 0.0 0.0
H -4.30958 4.24460 -0.01001 0.0 -0.1 0.0
H -0.20438 5.07402 0.02348 0.0 0.1 0.0
H -0.29208 3.42815 -0.63300 0.0 0.2 0.2
H 0.06872 3.69166 1.08776 0.0 0.0 0.1
S 3.22681 1.39712 -3.17272 0.3 0.8 -0.7
C 3.75482 -0.19083 -2.78205 0.4 0.2 -0.2
C 4.91578 -0.86197 -3.18335 -0.2 0.3 -0.1
C 5.04512 -2.17727 -2.81314 -0.1 -0.3 0.1
C 4.02295 -2.81598 -2.08792 0.1 -0.1 0.0
C 2.89738 -2.13415 -1.68153 -0.2 -0.4 0.1
C 2.79164 -0.78628 -1.99447 -0.6 0.0 0.5
N 1.72120 0.05710 -1.64976 0.7 -2.2 0.6
C 1.77399 1.16073 -2.28863 -0.2 1.2 -1.4
C 0.52360 1.91626 -2.47902 0.8 0.0 0.4
C 0.35820 2.86881 -3.46481 -0.1 0.3 -0.5
C -0.92521 3.31456 -3.74420 0.2 0.1 0.0
C -1.99804 2.75616 -3.06174 -0.1 0.1 -0.1
C -1.80793 1.82709 -2.05056 0.1 -0.3 0.3
C -0.51606 1.43909 -1.68708 0.3 0.0 0.3
H 5.66952 -0.37220 -3.79059 -0.1 0.0 0.1
H 5.92744 -2.73188 -3.11285 -0.1 0.0 0.0
H 4.11654 -3.86667 -1.84430 0.0 0.0 0.0
H 2.08413 -2.63124 -1.15979 0.1 0.0 0.0
H 1.20469 3.21124 -4.05580 -0.1 0.0 0.1
H -1.09021 4.05600 -4.51657 0.0 0.0 0.0
H -3.00905 3.06075 -3.31126 0.1 0.0 0.0
H -2.67686 1.41839 -1.55239 0.0 0.0 0.0
```
Forces are in eV/Å.


(2)
This record from OMol25 describes a molecular structure, C35H30N2OP2RuS. The level of theory is wB97M-V/def2-TZVPD.

## Properties
* energy: -2711.4845 Eh
* multiplicity: 5
* gap between HOMO and LUMO (alpha / beta): 7.57 / 5.95 eV
* net charge: +2
* <S²>: 6.03

The geometry in XYZ format:
```
72
Properties=species:S:1:pos:R:3:forces:R:3
Ru 0.99854 -0.53232 0.00314 -0.1 -0.5 0.2
C 2.95100 -0.81537 -2.40109 0.1 0.1 0.0
P 1.13974 -0.50210 -2.35324 0.0 0.0 -0.1
C -0.10559 -1.82501 -2.41679 -0.1 -0.1 0.1
C -1.32989 -1.68943 -2.94438 -0.1 0.0 0.0
C -2.49076 -2.45937 -2.31798 0.0 0.0 0.1
C -2.04134 -3.87236 -2.02328 0.0 0.0 0.0
C -0.87694 -3.98890 -1.40808 0.1 -0.1 0.0
C -0.09761 -2.72864 -1.20084 -0.1 0.1 -0.2
C 0.76065 0.83506 -3.48569 -0.1 0.0 0.0
C 1.79523 1.44750 -4.19432 0.0 0.1 0.0
C 1.51986 2.48930 -5.06784 0.0 0.0 0.0
C 0.21724 2.92659 -5.24432 0.0 0.0 0.0
C -0.81940 2.33152 -4.53575 0.1 0.0 0.0
C -0.55003 1.29749 -3.65824 0.0 0.1 0.0
C 3.46603 0.17180 -1.37462 -0.4 -0.2 0.3
C 4.48529 1.05172 -1.26264 0.3 0.3 0.2
C 4.38839 1.67569 0.05056 0.3 0.1 -0.3
C 3.31604 1.15103 0.68928 -0.3 -0.4 -0.1
C 2.73149 1.29417 2.07770 0.0 0.0 -0.1
P 1.24555 0.20895 2.26066 -0.1 0.5 -0.1
C -0.30373 1.08462 2.11149 -0.1 -0.1 0.3
C -0.40303 2.31477 1.29650 -0.1 0.0 -0.1
C -1.56460 3.15293 1.77357 0.1 0.0 0.0
C -2.69206 2.57102 2.16785 0.0 0.0 0.0
C -2.90577 1.10235 1.95852 0.0 0.0 -0.1
C -1.56113 0.29092 1.85856 0.0 0.1 0.0
C 1.25585 -0.58152 3.86736 0.0 -0.2 -0.1
C 1.53181 -1.94026 3.99737 0.1 0.0 0.0
C 1.54702 -2.51794 5.25868 0.0 0.0 0.0
C 1.29200 -1.73776 6.37687 0.0 0.0 0.0
C 1.01658 -0.38020 6.24594 0.0 0.0 0.0
C 0.99050 0.20444 4.99143 0.0 -0.1 0.0
N 2.72689 0.22511 -0.18111 0.2 0.2 -0.1
H 3.40077 -0.71576 -3.38478 0.0 0.0 0.0
H 3.11736 -1.84228 -2.06614 0.0 0.0 0.0
H -1.53435 -0.99938 -3.75274 0.0 -0.1 0.1
H -3.36924 -2.43201 -2.95758 0.0 0.0 0.0
H -2.67818 -4.71700 -2.25361 0.0 0.0 0.0
H -0.44652 -4.92896 -1.09183 0.0 0.0 0.0
H 0.90133 -2.96184 -0.82900 0.0 0.1 0.1
H 2.82172 1.13541 -4.07293 0.0 0.0 0.0
H 2.32952 2.95560 -5.61254 0.0 0.0 0.0
H 0.00600 3.73211 -5.93497 0.0 0.0 0.0
H -1.83685 2.67554 -4.66600 0.0 0.0 0.0
H -1.36967 0.86388 -3.10284 0.0 0.1 0.0
H 5.25108 1.25062 -1.99670 0.0 0.0 0.0
H 5.06951 2.41461 0.44385 0.0 0.0 0.0
H 2.49588 2.32240 2.35688 0.0 0.0 -0.1
H 3.44114 0.92413 2.82127 0.0 0.0 0.1
H 0.51496 2.89133 1.20449 0.0 0.0 0.0
H -1.42143 4.22318 1.84570 0.0 0.0 0.0
H -3.50695 3.16366 2.56651 0.0 0.0 0.0
H -3.62701 0.67440 2.64989 0.0 0.0 0.0
H -1.59914 -0.68267 2.34447 0.0 0.0 0.0
H 1.74306 -2.54555 3.12377 0.0 0.0 0.0
H 1.76144 -3.57245 5.36779 0.0 0.0 0.0
H 1.30706 -2.18851 7.36037 0.0 0.0 0.0
H 0.81937 0.22039 7.12370 0.0 0.0 0.0
H 0.76328 1.25944 4.89190 0.0 0.0 0.0
O -0.67638 -1.86378 -0.02956 0.2 0.1 -0.1
N -1.74216 -1.00131 -0.45841 0.2 0.1 -0.1
C -2.85667 -1.82133 -0.89083 -0.1 0.0 0.0
C -4.16834 -1.11292 -0.76557 0.0 0.0 -0.1
C -4.34262 -0.00315 -0.06337 0.0 0.0 0.0
C -3.21015 0.82812 0.43273 0.1 0.0 0.0
C -1.80666 0.21322 0.29309 -0.1 0.0 0.0
S -0.63585 1.51683 -0.38724 0.0 -0.1 0.0
H -2.92219 -2.67441 -0.20877 0.0 0.0 0.0
H -5.01772 -1.63798 -1.18779 0.0 0.0 0.0
H -5.34150 0.39890 0.06452 0.0 0.0 0.0
H -3.26774 1.78169 -0.09301 0.0 0.0 0.0
```
Forces are in eV/Å.


(3)
This record from OMol25 describes a molecular structure, C35H30N3NiO2PS. The level of theory is wB97M-V/def2-TZVPD.

## Properties
* energy: -3914.3800 Eh
* multiplicity: 1
* gap between HOMO and LUMO: 6.66 eV
* ΔE to the lowest compared entry with this formula, charge and spin: 0.000 eV

The geometry in XYZ format:
```
73
Properties=species:S:1:pos:R:3:forces:R:3
Ni -0.04233 -0.12155 -0.21674 -0.2 0.3 0.1
O -5.06099 2.28017 3.45798 -0.1 0.1 0.0
C -4.59311 1.32360 4.27847 0.2 -0.1 0.0
O -5.07897 1.11941 5.35385 0.0 0.0 0.0
C -3.41558 0.57833 3.71751 -0.1 0.0 -0.1
C -2.21024 0.58784 4.39730 0.0 0.0 0.0
C -1.06284 0.12660 3.76984 0.0 0.0 0.1
C -1.13824 -0.39444 2.48548 0.0 0.0 0.0
C -2.36947 -0.50191 1.84650 0.1 0.0 0.0
C -3.50047 0.00006 2.45212 0.0 0.1 0.1
N 0.03535 -0.61478 1.71260 0.1 0.0 -0.1
C 1.13798 -0.93271 2.25699 0.0 0.0 0.0
C 2.40016 -0.80217 1.50794 -0.1 0.0 0.0
C 3.60315 -1.23175 2.04858 0.0 0.0 0.0
C 4.77022 -0.98214 1.34259 0.0 0.0 0.0
C 4.68644 -0.30427 0.13848 0.0 0.0 0.0
C 3.43310 0.08038 -0.32533 0.1 0.0 0.0
N 2.31193 -0.16546 0.33628 0.1 0.0 0.0
H -4.40772 2.47289 2.76039 0.0 0.0 0.0
H -2.15051 1.03813 5.37900 0.0 0.0 0.0
H -0.10195 0.26932 4.24636 0.0 0.0 0.0
H -2.40769 -0.91193 0.84739 0.0 0.0 0.0
H -4.44947 -0.00997 1.93092 0.0 0.0 0.0
H 1.18237 -1.22936 3.30407 0.1 0.0 0.0
H 3.61868 -1.74063 3.00350 0.0 0.0 0.0
H 5.72768 -1.30070 1.73227 0.0 0.0 0.0
H 5.57236 -0.07015 -0.43514 0.0 0.0 0.0
H 3.32863 0.60962 -1.26618 0.0 0.0 0.0
C 2.07248 -1.42171 -2.93120 0.0 0.0 0.0
C 1.78889 -0.25202 -3.82857 0.0 0.0 0.0
C 2.63341 -0.03584 -4.91417 0.0 0.0 0.0
C 2.36174 0.92900 -5.86917 0.0 0.0 0.0
C 1.20892 1.68644 -5.75672 0.0 0.0 0.0
C 0.36949 1.50214 -4.66939 0.0 0.0 0.0
C 0.65744 0.56729 -3.67240 0.0 0.1 0.0
P -0.52810 0.27082 -2.28467 0.0 0.0 -0.3
C -1.69802 1.66752 -2.36928 -0.1 -0.1 0.1
C -1.13579 2.94241 -2.44449 0.0 0.1 0.0
C -1.91173 4.08276 -2.34786 0.0 0.0 0.0
C -3.27731 3.95870 -2.15529 0.0 0.0 0.0
C -3.83526 2.69961 -2.02356 0.0 0.0 0.0
C -3.06877 1.53836 -2.10195 0.0 0.0 0.0
C -3.74732 0.22358 -1.81611 0.0 0.0 0.0
C -1.27997 -1.27132 -2.84239 0.0 0.0 0.0
C -1.91922 -1.48939 -4.05989 0.0 0.0 0.0
C -2.48851 -2.72360 -4.31108 0.0 0.0 0.0
C -2.40272 -3.72953 -3.34870 0.0 0.0 0.0
C -1.72610 -3.51585 -2.16017 0.0 0.0 0.0
C -1.13362 -2.27826 -1.89582 0.0 -0.1 0.0
C -0.31346 -1.99944 -0.66238 0.0 -0.1 0.1
H 3.12405 -1.70498 -2.98226 0.0 0.0 0.0
H 1.47658 -2.28131 -3.25045 0.0 0.0 0.0
H 1.80927 -1.21906 -1.89732 0.0 0.0 0.0
H 3.51292 -0.66073 -5.01756 0.0 0.0 0.0
H 3.03504 1.07251 -6.70439 0.0 0.0 0.0
H 0.95744 2.42308 -6.50847 0.0 0.0 0.0
H -0.52853 2.09795 -4.60784 0.0 0.0 0.0
H -0.06322 3.04879 -2.55123 0.0 0.0 0.0
H -1.44582 5.05765 -2.39872 0.0 0.0 0.0
H -3.90028 4.83860 -2.06481 0.0 0.0 0.0
H -4.89464 2.60628 -1.81694 0.0 0.0 0.0
H -4.74413 0.40652 -1.41701 0.0 0.0 0.0
H -3.18528 -0.34586 -1.07471 0.0 0.0 0.0
H -3.84367 -0.40461 -2.70109 0.0 0.0 0.0
H -1.98853 -0.69127 -4.79083 0.0 0.0 0.0
H -3.00689 -2.90728 -5.24300 0.0 0.0 0.0
H -2.86134 -4.69179 -3.53899 0.0 0.0 0.0
H -1.64535 -4.31414 -1.43131 0.0 0.0 0.0
H 0.65888 -2.49541 -0.77272 0.0 0.0 0.0
H -0.78026 -2.48189 0.20247 0.0 0.0 0.0
S -2.16780 3.48400 1.70441 0.1 -0.1 -0.1
C -1.17416 2.44924 0.91120 -0.2 0.1 0.1
N -0.46497 1.71405 0.34596 0.3 -0.2 0.0
```
Forces are in eV/Å.